{
  "formula": "C32H66Cl6N4O3",
  "method": "ωB97M-V/def2-TZVPD",
  "elements": ["H", "Cl", "N", "H", "H", "H", "C", "C", "H", "H", "H", "H", "H", "C", "H", "H", "C", "H", "H", "H", "C", "H", "H", "H", "C", "Cl", "C", "C", "C", "H", "Cl", "N", "H", "H", "H", "N", "H", "C", "H", "C", "C", "C", "H", "H", "H", "C", "H", "H", "H", "C", "H", "O", "H", "H", "H", "C", "H", "C", "H", "O", "C", "H", "H", "C", "C", "Cl", "H", "H", "H", "H", "H", "H", "H", "H", "H", "H", "H", "H", "C", "H", "C", "H", "H", "H", "H", "H", "H", "C", "C", "H", "C", "H", "Cl", "C", "C", "Cl", "C", "C", "H", "H", "H", "H", "C", "H", "N", "C", "H", "C", "H", "O", "H"],
  "positions_angstrom": [[-4.63626, -3.32170, -1.52134], [-9.17592, -0.67508, -0.20877], [-4.40022, -1.06599, 0.77263], [1.19083, 6.17215, 1.77657], [1.15359, 2.49779, -2.79740], [1.25797, -1.74148, -0.78457], [0.24562, 4.15967, 1.41648], [3.85781, -3.86304, 0.20791], [0.33261, 5.49013, 3.14886], [2.35099, 3.62762, 1.82020], [-3.53188, 2.84343, 2.73564], [-1.67661, -0.88918, 2.05086], [1.35641, 3.38233, -5.45395], [1.03294, 2.37221, -5.77155], [3.71156, -3.74265, 2.33359], [4.18491, -5.41094, 1.73008], [-4.17479, -4.27784, -1.27203], [0.24225, 2.43944, -6.51448], [-2.65944, 1.49598, 2.01864], [1.71807, 0.90641, -2.67880], [-2.95665, 1.21420, -3.41083], [5.23117, -1.98404, 1.27730], [0.72729, -1.37760, 0.87028], [0.38284, -3.89456, 0.34784], [3.02792, -0.14617, -0.15991], [1.32232, -3.49194, 5.31661], [3.02333, -1.20083, 2.11938], [2.48387, -4.27985, -0.12065], [-2.16680, -1.84430, 1.81845], [5.33860, -4.13750, 1.59792], [-6.60972, -1.22826, -1.72575], [3.90401, -2.42080, 0.05885], [2.32768, -4.08589, -1.19928], [1.96778, 1.94812, -6.16244], [-3.56061, 0.43425, -2.93728], [-0.69995, 1.75370, -4.12708], [-3.17672, 2.09834, -2.86442], [1.11880, 2.74748, 3.41579], [2.10862, 0.39869, 0.06539], [-2.68543, 2.15033, 2.88316], [0.34791, 4.38423, -0.07355], [0.69389, 0.09701, -5.04395], [0.34458, -5.60458, 5.70363], [1.35762, 4.74618, -0.38919], [5.91045, -4.27777, -0.62539], [2.87411, -1.48956, 0.57531], [2.34613, -5.36198, 0.12363], [-0.11451, 1.09421, 2.86225], [1.36029, 2.27902, 1.37837], [-7.40869, -0.39574, -0.28808], [2.50448, -0.25323, 2.30400], [-0.78344, 3.15739, -3.56128], [-0.41076, 1.62795, 4.44410], [-1.45800, -2.40370, 1.28090], [2.62703, 2.04945, -3.65234], [-1.10163, 0.81874, -1.72217], [-0.77760, 4.68353, 4.37885], [-3.37896, -1.41470, 1.11971], [3.89911, 0.41691, 0.22372], [5.23617, -1.91609, 0.28254], [1.61078, 1.72303, -3.35633], [-0.81931, -4.32856, 5.78683], [1.50912, -3.41279, 1.69998], [0.65340, 1.51284, -4.53797], [-1.33355, -0.53802, -3.82885], [-2.40529, -4.11826, -1.22490], [4.07143, -1.16727, 2.47631], [-2.58463, 3.86223, 0.67435], [4.61095, -3.94210, -1.83812], [-2.34986, -2.35854, 2.72854], [0.32864, -1.95386, -4.32660], [-1.08367, 1.79810, -1.19635], [-1.77360, 0.13385, -1.16250], [1.96915, 2.14572, 3.70564], [-1.31982, 3.63340, -4.19278], [-2.48587, 4.65392, 3.78482], [-7.12439, 0.61870, -0.29830], [-1.73196, -1.23888, -3.12883], [-1.47079, 0.84014, -3.23552], [-0.57045, 6.20173, 1.72941], [-1.34829, 2.95343, 3.03712], [-4.43798, -4.97895, -2.07031], [-0.07854, 0.50508, -1.62195], [0.66846, -0.73854, -3.04673], [1.76851, -0.11506, -5.24456], [-2.88353, 1.64242, 3.84203], [0.17317, 0.14922, -6.01297], [1.37903, -3.44223, 0.60918], [0.02802, -4.71609, 5.21291], [1.13776, 3.57978, 4.10470], [1.47034, -1.96763, 0.26897], [-1.95790, 3.63330, 5.11179], [-0.50326, -5.01805, 3.57145], [-0.21399, 2.03954, 3.45329], [1.32648, 3.21513, 1.95961], [-4.77220, -4.86410, 0.30905], [4.28040, -4.32965, 1.64012], [0.14720, -0.90073, -3.98529], [-7.00723, -0.77041, 0.65552], [4.70186, -5.56859, -0.86789], [-3.17846, 1.36181, -4.46503], [-1.77000, -0.58900, -4.85106], [-1.63578, 4.03368, 4.12501], [2.47674, -1.99054, 2.65444], [-1.05110, 3.50907, 1.71644], [0.29654, 5.57833, 2.05494], [3.16680, -0.24111, -1.22450], [4.86482, -4.45570, -0.83974], [-0.28237, 5.19094, -0.39791], [-2.15049, 4.48435, 1.25819], [0.12780, 3.45501, -0.60858]],
  "atomic_forces_ev_per_a": [[0.2, 0.0, 0.5], [0.7, 0.3, -0.3], [-1.5, 0.7, -0.9], [-0.2, -0.6, -0.1], [0.0, 1.0, 0.7], [0.0, -0.3, 0.1], [-0.3, 1.2, 0.9], [1.9, -0.2, 0.5], [-0.1, 0.3, -0.4], [-0.7, 0.2, 0.1], [0.4, -0.2, 0.0], [0.2, -0.2, 0.3], [-0.6, -0.2, -0.1], [1.0, 0.8, 1.4], [0.0, -0.1, 0.9], [-0.4, 0.1, 0.3], [-0.2, -0.1, -0.1], [0.0, -0.2, 0.0], [0.1, -0.4, 0.1], [0.0, -0.8, 0.2], [0.6, -0.5, 0.5], [0.9, 0.4, -1.2], [0.7, -0.4, -0.4], [0.8, 0.5, 0.4], [0.6, 0.3, 1.0], [-0.1, -0.3, -0.1], [-0.6, -0.6, -0.7], [-2.2, -0.2, -0.1], [0.0, 2.1, -0.1], [0.5, 0.3, 1.0], [-0.8, 0.6, 1.1], [0.0, 0.8, -1.3], [0.0, -0.4, 0.3], [-0.4, -0.1, -0.3], [-0.1, -0.1, -0.4], [-1.8, 2.1, 0.5], [-0.2, 1.0, 0.3], [0.1, 0.7, -0.9], [0.1, 0.3, -0.2], [0.2, 0.9, 0.7], [1.2, -0.4, -0.7], [1.2, -1.0, 0.3], [0.5, -0.7, 0.0], [-0.4, -0.6, 0.5], [0.1, 0.2, 0.2], [1.4, 1.0, 0.5], [0.1, 0.8, -0.4], [-0.4, 0.8, -0.2], [-0.3, 0.3, -0.2], [0.2, -1.8, 0.2], [0.3, -0.1, 0.2], [0.4, -1.9, -0.1], [-0.2, 0.3, 0.3], [0.5, -0.8, -1.2], [-0.5, -0.2, 0.0], [-0.1, 0.6, 0.0], [-0.5, -0.4, -0.4], [1.5, -1.4, 1.1], [-0.5, -0.2, -0.1], [-1.6, -0.5, 1.9], [0.9, 0.7, -1.0], [0.2, 0.0, -0.3], [-0.2, -0.9, -0.1], [0.8, -0.1, 0.2], [1.6, -0.7, -0.7], [-0.1, 0.1, -0.1], [-0.6, 0.2, -0.2], [-0.4, 0.1, -0.4], [0.4, -1.1, 1.3], [-0.6, -0.4, 0.8], [-0.3, 0.8, 0.4], [-0.5, -0.4, -0.7], [0.4, 0.3, -0.4], [0.0, -0.5, 0.1], [-0.2, -0.1, -0.4], [0.6, -0.1, 0.0], [-0.2, 1.2, -0.6], [-1.0, -0.6, 0.2], [-0.6, 1.0, -0.1], [0.5, -0.7, 0.4], [-1.7, 0.5, 0.4], [0.2, -0.1, 0.5], [0.4, -0.6, 0.2], [0.2, -0.2, 0.0], [-0.6, 0.0, -0.1], [0.1, -0.2, -0.5], [-0.1, -0.8, 0.3], [-0.3, -0.6, -0.2], [-0.6, 1.1, 0.6], [-0.1, 0.4, 0.2], [-0.5, -0.3, -0.2], [0.2, -0.3, -0.7], [0.1, -0.1, -0.1], [0.6, -1.4, 0.3], [1.0, -0.3, 0.1], [0.0, 0.2, -0.6], [0.1, 0.0, -2.1], [0.0, 0.1, -1.9], [0.1, -0.5, -0.6], [0.1, 1.0, -0.3], [-0.2, -0.2, 0.0], [-0.2, -0.1, 0.9], [-0.1, 0.4, 0.6], [0.3, 0.3, 0.2], [-0.8, 0.9, -1.5], [0.4, 0.4, 0.4], [-0.1, -0.3, -0.4], [-1.6, -0.1, -0.9], [-0.7, 0.1, -0.1], [1.7, -1.7, 1.2], [0.0, 0.3, -0.1]],
  "lumo_energy_ev": 0.3
}


{
  "formula": "C32H66ClF13NO12PS",
  "method": "ωB97M-V/def2-TZVPD",
  "elements": ["H", "C", "O", "H", "H", "O", "H", "H", "F", "H", "H", "H", "O", "F", "H", "O", "O", "H", "H", "C", "H", "H", "C", "C", "F", "H", "C", "F", "C", "H", "H", "F", "C", "H", "H", "H", "H", "H", "H", "C", "C", "H", "H", "H", "H", "H", "C", "H", "O", "C", "H", "H", "H", "F", "H", "O", "C", "H", "C", "H", "H", "H", "C", "H", "H", "C", "H", "H", "H", "H", "C", "C", "P", "C", "F", "H", "H", "C", "H", "O", "C", "O", "H", "C", "H", "C", "C", "C", "C", "F", "H", "H", "H", "Cl", "C", "F", "H", "C", "C", "H", "H", "H", "H", "H", "H", "H", "N", "C", "F", "H", "H", "F", "H", "C", "H", "H", "C", "H", "H", "H", "C", "O", "F", "O", "S", "F", "O"],
  "positions_angstrom": [[-6.83302, 8.91087, -0.66816], [-0.17445, 4.18793, -1.36249], [2.76833, -0.05010, -3.99619], [6.42947, 6.44368, 2.11657], [0.48985, -4.99813, 1.83794], [3.03857, 1.46752, -6.50201], [3.66538, -3.65826, -1.82597], [5.00520, 8.13044, 5.44193], [-3.91687, 1.63220, 0.27773], [-1.84893, 3.51853, -2.63174], [5.22062, 4.26626, 0.21104], [3.26137, 7.80237, 5.38228], [-0.55131, -8.28098, -0.08335], [-6.32958, -0.00551, -4.05958], [3.84990, 2.06623, -1.00345], [4.49859, 6.15407, 5.54401], [0.91630, 2.07863, -0.57036], [0.20055, -11.86874, 1.69030], [0.93158, -12.37811, 4.92605], [-4.67585, 2.54644, -1.93145], [4.05591, -2.10435, -3.88800], [-0.08984, 0.37969, -1.50511], [3.71919, 5.15841, 4.88610], [0.49804, 0.70874, -0.59597], [-5.39668, 3.64814, -1.37575], [-0.13514, 2.28255, -2.46228], [0.46275, -7.91499, -1.01581], [-6.49456, 1.26446, -0.86134], [-7.48877, 5.23147, 0.61973], [-8.58940, 9.01809, -0.43236], [6.50540, 6.06078, 3.84700], [-6.77940, 1.99952, -2.94200], [0.73709, -10.99291, 2.06886], [1.36073, -0.03527, -0.44489], [3.34460, -12.12823, 5.16198], [1.94198, -5.98534, 2.10031], [1.76954, -11.00745, 1.70966], [5.43174, 3.94343, 4.33438], [0.84036, -8.84402, -1.45533], [2.78769, -11.35119, 4.62902], [3.28301, -2.59125, -1.81202], [1.38643, -1.91681, -2.95872], [3.35135, 3.27104, 0.26255], [2.03424, -7.81416, 0.47910], [-1.36999, -6.35871, -0.09250], [4.10900, -8.99314, 4.23087], [-9.16115, 6.16998, 2.00227], [4.28948, 7.49005, 3.95137], [4.92183, 5.22345, 2.76887], [6.27342, 5.65775, 2.85827], [1.42023, -3.65889, -2.43002], [2.97337, -0.05041, -1.87993], [4.06329, -9.22650, 2.47133], [-4.48385, -0.65465, -1.37510], [-6.73741, 4.46744, 0.84414], [0.67256, -10.96372, 3.48831], [4.13900, -1.69836, -2.82480], [2.57382, -10.54497, 5.33804], [4.54974, 4.39081, 3.86515], [0.08303, 4.55755, -0.32635], [5.78148, 2.83770, -0.31623], [0.22783, 4.98176, -2.09001], [-1.75412, 4.11948, -1.66419], [-7.57703, 8.33014, 0.85187], [-6.62281, 5.61997, -1.29990], [1.71039, -2.59938, -2.11219], [2.42956, 4.93107, -1.23856], [-6.01968, 6.69250, -0.02911], [0.94244, 0.73056, -3.43913], [-2.24686, -7.59329, -1.04589], [0.98676, -5.93204, 1.56781], [1.89528, 1.12282, -3.91714], [1.48352, 1.48511, -5.73921], [0.60033, 2.81711, -1.75609], [-5.04620, -1.76501, -3.29930], [4.53730, 0.47139, -2.83764], [3.93950, 3.57964, 3.45556], [3.57122, -9.48214, 3.41212], [2.40944, -7.02229, -1.05876], [2.62148, 2.11325, -3.20640], [-5.80699, 1.43889, -2.08150], [-7.77546, 5.90126, 1.84512], [0.24968, -10.09365, 1.68733], [2.92601, 4.05056, -1.76028], [3.64520, 4.51978, -2.52561], [-3.49484, 2.25070, -0.92390], [-2.62043, 3.52618, -0.46897], [-1.67137, -7.40837, -0.13346], [-7.70388, 8.41215, -0.23048], [-1.66629, 2.96134, 0.44202], [-2.30632, -7.62120, 0.72829], [5.22959, -1.76786, -2.50841], [1.50504, 3.93722, -3.42988], [0.69945, 3.41016, -6.02728], [1.49838, -11.95742, 4.08902], [-3.31306, 4.46736, 0.29323], [-9.28139, 6.84968, 2.84769], [1.87468, 3.18528, -2.64146], [3.82231, 3.17453, -0.78459], [-8.37867, 4.72520, 0.23207], [0.34870, -6.76640, 1.86982], [2.96930, 0.69998, -7.10307], [2.83343, 5.59974, 4.41828], [-2.11111, 5.17200, -1.94384], [0.04945, -7.30376, -1.82436], [-0.19319, 0.54195, 0.30786], [5.23912, 3.66098, -0.63676], [4.24347, 7.45848, 5.04283], [-4.23800, 3.07767, -3.16744], [-9.58623, 6.64247, 1.11319], [3.37986, 4.45984, 5.65766], [-2.50187, 1.36874, -1.44326], [1.71137, -12.76829, 3.38520], [-6.91381, 6.19162, -0.41442], [3.44764, -2.17567, -0.75892], [-9.69813, 5.24155, 2.22098], [1.61672, -7.19892, -0.32482], [1.16687, -2.26556, -1.16640], [6.94658, 4.82486, 2.63054], [2.54122, -9.11770, 3.37716], [3.59605, -0.16899, -2.82021], [3.62625, -10.89202, 3.57153], [-4.03052, 0.27409, -3.56941], [1.21473, -5.92295, 0.16576], [-5.33864, -0.23939, -2.72073], [-6.70119, -0.87566, -1.95977], [-7.88901, 7.14164, -0.83726]],
  "atomic_forces_ev_per_a": [[0.0, 0.1, 0.1], [0.3, 0.2, -1.1], [-0.5, 1.8, 0.4], [-0.1, -0.1, 0.0], [0.1, 0.0, -0.1], [-2.0, 0.2, 1.1], [-0.4, 1.3, 0.1], [0.0, -0.1, 0.0], [-0.1, 1.2, -2.7], [-0.2, 0.6, 1.5], [0.2, -0.4, -0.9], [0.0, 0.1, -0.1], [0.0, 0.4, -0.1], [2.1, -0.4, 1.7], [-0.3, 1.4, -0.2], [-0.2, 0.1, -0.4], [-0.4, -0.7, -1.6], [0.1, 0.0, -0.1], [0.1, 0.0, 0.0], [-0.9, 2.5, -0.1], [0.1, 0.5, 1.4], [0.8, 0.7, 0.8], [0.5, -0.2, 0.3], [-0.5, -1.4, 1.4], [1.4, -2.2, -0.6], [1.0, 0.3, 1.3], [0.2, -0.4, 0.4], [2.2, 0.5, -2.4], [0.5, 0.2, 0.3], [0.1, -0.1, -0.1], [0.0, -0.1, 0.0], [2.3, -1.0, 1.7], [-0.2, 0.2, 0.0], [-0.9, 1.3, -0.4], [0.0, 0.0, 0.0], [0.0, -0.1, 0.1], [0.0, -0.1, 0.0], [0.0, 0.1, 0.0], [0.0, 0.0, 0.0], [0.1, -0.4, -0.4], [0.0, 0.4, -0.2], [0.6, -0.7, 1.0], [0.3, -0.4, -1.5], [-0.1, 0.0, 0.0], [0.0, 0.0, 0.0], [-0.1, 0.1, 0.0], [0.1, 0.0, 0.1], [0.0, 0.0, 0.0], [0.3, 0.0, 0.2], [-0.1, 0.0, -0.2], [0.1, 1.5, 0.7], [0.9, 0.2, -1.1], [0.0, -0.1, 0.1], [-0.7, 1.4, -2.0], [0.0, 0.0, 0.0], [0.3, -0.2, -0.2], [-0.7, -0.1, 0.3], [-0.1, 0.0, -0.1], [-0.5, 0.2, -0.3], [-0.4, -0.7, -1.1], [-0.3, 0.7, -0.4], [-0.7, -1.0, 1.1], [0.4, 0.8, -0.4], [0.0, 0.0, 0.0], [0.0, 0.0, 0.0], [0.2, -0.3, 0.0], [0.5, -1.3, -0.5], [-0.1, 0.0, 0.1], [0.8, 1.0, -0.3], [0.0, 0.1, 0.0], [0.0, 0.2, -0.1], [1.4, -0.4, 0.4], [0.9, -1.6, -1.7], [-0.7, 1.0, -0.7], [-0.2, 2.2, 0.8], [-1.6, -0.3, 0.0], [0.0, 0.0, 0.0], [0.1, -0.1, -0.1], [0.0, -0.1, 0.0], [-1.5, -0.2, 0.0], [-3.2, 2.1, 0.7], [-0.3, 0.0, -0.3], [0.0, -0.1, 0.1], [1.0, -0.5, -1.3], [-1.0, -0.7, 1.1], [2.2, -0.8, 2.1], [1.9, -0.1, 0.5], [0.0, -0.1, 0.1], [-0.1, 0.0, -0.1], [-2.0, 0.7, -1.3], [0.1, -0.1, -0.1], [-1.3, 0.3, -0.4], [0.4, -1.4, 0.8], [0.8, -0.4, 0.6], [-0.2, 0.5, 0.4], [0.7, -1.6, -1.6], [0.1, -0.1, 0.0], [-0.1, 2.4, 1.6], [-0.9, 0.2, 1.8], [0.0, 0.1, 0.0], [0.0, 0.0, 0.0], [0.1, 0.5, 0.3], [0.1, 0.0, -0.1], [0.2, -1.5, 0.7], [0.0, 0.1, 0.1], [0.9, 0.3, -1.3], [-0.5, -0.3, 1.0], [0.1, 0.0, 0.2], [-0.6, -2.0, 2.5], [0.0, 0.0, 0.0], [0.0, 0.0, -0.1], [-2.3, 1.5, 0.3], [0.1, 0.1, 0.0], [-0.5, -0.2, -0.2], [-0.1, -0.6, -1.4], [-0.1, 0.0, -0.1], [-0.2, 0.4, -0.4], [0.4, -0.8, -1.4], [0.1, 0.0, 0.1], [0.0, 0.0, 0.0], [1.4, -2.3, 0.4], [-0.3, 0.3, 0.1], [-1.7, -0.2, 1.6], [-0.1, -0.3, 0.2], [-2.0, -4.8, -1.7], [2.0, 1.0, -1.1], [0.2, 0.1, 0.3]],
  "de_lowest_kj_mol": 487.2,
  "lumo_energy_ev": -1.4
}


no.,calculated total energy (a.u.),Kohn-Sham gap (hartree),largest force on an atom (eV/Å)
1,-4464.5709,0.321,2.83
2,-4714.0776,0.277,5.43